A 9-piece molecular cluster, C81H171N9O9 overall, computed with ωB97M-V/def2-TZVPD.

Summary:
HOMO = -0.289 Ha
relative energy (zero: lowest compared OMol25 entry of this formula, charge and spin) = 108.4 kcal per mole
total charge = 0
SMILES = CC1(C)CCCC(C)(C)N1O.CC1(C)CCCC(C)(C)N1O.CC1(C)CCCC(C)(C)N1O.CC1(C)CCCC(C)(C)N1O.CC1(C)CCCC(C)(C)N1O.CC1(C)CCCC(C)(C)N1O.CC1(C)CCCC(C)(C)N1O.CC1(C)CCCC(C)(C)N1O.CC1(C)CCCC(C)(C)N1O
HOMO-LUMO gap = 8.2 eV

Last column: Löwdin charge in e.
Atoms and positions in Å:
C1 -5.55276 -0.16419 4.13826  -0.031
C2 -6.28242 -0.43854 5.46144  -0.512
C3 -7.54836 0.40148 5.51199  -0.040
C4 -6.66529 -1.91049 5.49045  -0.142
C5 -5.50991 -2.87658 5.78776  -0.178
C6 -4.83330 -2.46393 7.09686  -0.129
C7 -4.40479 -0.97976 7.12096  -0.513
C8 -4.21937 -0.65315 8.59969  -0.052
C9 -3.03438 -0.84125 6.42489  -0.022
N1 -5.46796 -0.09644 6.65016  -0.098
O1 -5.08892 1.25941 6.61419  -0.012
H1 -4.92893 0.73689 4.13007  0.077
H2 -4.93290 -0.96352 3.72547  0.066
H3 -6.25831 0.06611 3.33375  0.083
H4 -8.33627 0.06395 4.84131  0.088
H5 -7.92213 0.42601 6.54133  0.091
H6 -7.37146 1.47319 5.39055  0.082
H7 -7.48506 -2.06063 6.20014  0.125
H8 -7.14844 -2.12675 4.53255  0.105
H9 -6.01077 -3.82696 5.99062  0.110
H10 -4.84511 -3.03278 4.93684  0.103
H11 -4.00693 -3.17472 7.14269  0.124
H12 -5.61496 -2.69165 7.82254  0.121
H13 -5.17901 -0.73637 9.11163  0.086
H14 -3.86144 0.34306 8.87457  0.081
H15 -3.44963 -1.31103 9.01375  0.085
H16 -2.75568 0.21022 6.32097  0.079
H17 -3.13761 -1.16846 5.38332  0.057
H18 -2.24030 -1.40808 6.90255  0.085
H19 -4.60239 1.35723 5.77810  0.073
C10 0.13147 -1.42684 3.01658  -0.029
C11 -0.64060 -0.63636 1.94756  -0.479
C12 -2.14107 -1.01185 2.11597  -0.021
C13 -0.38718 0.87617 2.05660  -0.114
C14 -0.96769 1.61957 0.83502  -0.175
C15 -0.36681 1.06699 -0.40800  -0.134
C16 -0.46029 -0.45239 -0.65539  -0.486
C17 -1.82041 -0.81485 -1.21868  -0.028
C18 0.62068 -0.82670 -1.69633  -0.020
N2 -0.16842 -1.13030 0.62022  -0.100
O2 -0.12579 -2.54837 0.53042  -0.016
H20 -0.29347 -2.38929 3.28639  0.085
H21 1.20512 -1.38409 2.83890  0.068
H22 0.01939 -0.81935 3.92591  0.076
H23 -2.19198 -2.07143 1.85106  0.087
H24 -2.34053 -1.04777 3.19117  0.061
H25 -2.82770 -0.42902 1.51133  0.060
H26 -1.12129 1.15394 2.82638  0.114
H27 0.57501 1.25946 2.38763  0.109
H28 -2.05772 1.63284 0.90578  0.111
H29 -0.72098 2.67493 0.98447  0.097
H30 0.62902 1.44226 -0.65062  0.121
H31 -0.98655 1.55890 -1.17614  0.121
H32 -1.99843 -0.49184 -2.24731  0.061
H33 -2.61051 -0.34349 -0.62416  0.059
H34 -2.07490 -1.87632 -1.16236  0.090
H35 0.57076 -0.07865 -2.48828  0.082
H36 0.34524 -1.82945 -2.01143  0.062
H37 1.62495 -0.82499 -1.28037  0.055
H38 0.83066 -2.65297 0.46649  0.048
C19 5.12723 -0.20541 9.27482  -0.029
C20 4.09017 0.85546 8.85215  -0.511
C21 3.17582 1.08323 10.04694  -0.048
C22 4.86869 2.15923 8.55479  -0.138
C23 5.58064 2.25399 7.21013  -0.167
C24 4.52968 1.94891 6.14536  -0.146
C25 3.79865 0.60263 6.33014  -0.512
C26 2.68124 0.58221 5.30686  -0.041
C27 4.81558 -0.48905 5.96468  -0.024
N3 3.25399 0.54522 7.68452  -0.085
O3 2.50033 -0.65070 7.92485  -0.013
H39 4.69222 -1.20412 9.34559  0.086
H40 6.01872 -0.25839 8.65102  0.069
H41 5.45162 0.06324 10.28095  0.080
H42 2.45226 1.90166 10.02466  0.086
H43 2.64100 0.19899 10.38947  0.083
H44 3.83548 1.40224 10.86205  0.082
H45 4.13073 2.96504 8.61568  0.120
H46 5.59133 2.31395 9.35986  0.120
H47 6.06503 3.21538 7.05214  0.113
H48 6.33444 1.46779 7.12123  0.096
H49 4.95512 2.12271 5.15368  0.105
H50 3.71159 2.68125 6.17201  0.121
H51 2.91438 0.64682 4.24632  0.071
H52 1.88034 1.29503 5.51598  0.093
H53 2.25936 -0.41650 5.48588  0.079
H54 4.56976 -1.53651 6.15947  0.090
H55 5.80651 -0.42038 6.42687  0.065
H56 5.13070 -0.44374 4.91686  0.064
H57 1.64604 -0.34350 7.60013  0.098
C28 1.55333 -2.91745 -6.29018  -0.013
C29 2.87531 -2.47260 -6.96099  -0.495
C30 3.65302 -3.72280 -7.32059  -0.047
C31 2.48365 -1.80322 -8.31653  -0.126
C32 2.00275 -0.37536 -8.12849  -0.197
C33 3.01149 0.51928 -7.42550  -0.121
C34 3.34221 -0.12014 -6.07676  -0.494
C35 4.63222 0.58272 -5.59716  -0.046
C36 2.23624 0.11301 -5.03191  -0.019
N4 3.70145 -1.53875 -6.19491  -0.109
O4 4.21132 -2.09810 -5.03530  -0.024
H58 1.76265 -3.26413 -5.27502  0.069
H59 0.82546 -2.10686 -6.31323  0.059
H60 1.13179 -3.78416 -6.80129  0.088
H61 4.61656 -3.48833 -7.78519  0.089
H62 3.86571 -4.31851 -6.42695  0.062
H63 3.21050 -4.43974 -8.01465  0.090
H64 3.29958 -1.84669 -9.03972  0.120
H65 1.60845 -2.35681 -8.66389  0.116
H66 1.79473 0.11955 -9.08391  0.115
H67 1.02591 -0.45888 -7.64397  0.081
H68 2.41944 1.42068 -7.25842  0.128
H69 3.91661 0.64091 -8.01613  0.122
H70 5.42414 0.64395 -6.34304  0.083
H71 4.93767 0.24352 -4.60388  0.074
H72 4.49052 1.64879 -5.36828  0.083
H73 2.39888 1.09348 -4.57817  0.085
H74 2.37635 -0.60652 -4.22078  0.072
H75 1.20159 0.03133 -5.36136  0.059
H76 5.16338 -2.20709 -5.14923  0.116
C37 5.71771 3.88146 1.29828  -0.035
C38 6.15114 2.42555 0.98060  -0.485
C39 7.24789 2.58320 -0.10766  -0.032
C40 6.77894 1.81399 2.23090  -0.136
C41 6.83304 0.30479 2.11775  -0.178
C42 5.42783 -0.21111 1.99408  -0.155
C43 4.72226 0.25684 0.70452  -0.482
C44 5.24829 -0.63843 -0.43274  -0.016
C45 3.21341 0.04043 0.96193  -0.026
N5 4.95887 1.69645 0.52342  -0.111
O5 4.35594 2.20542 -0.62577  -0.001
H77 5.06284 3.92209 2.17141  0.078
H78 6.60100 4.44812 1.60100  0.081
H79 5.24891 4.36855 0.44600  0.080
H80 6.79180 2.57683 -1.10081  0.069
H81 7.80804 3.51336 -0.00421  0.081
H82 8.06235 1.85205 -0.12388  0.079
H83 7.82748 2.12599 2.21835  0.122
H84 6.34187 2.13320 3.17762  0.108
H85 7.48534 0.03755 1.28256  0.112
H86 7.27940 -0.12773 3.01824  0.115
H87 4.81939 0.17515 2.81933  0.094
H88 5.34806 -1.29680 2.06970  0.123
H89 5.33620 -1.65726 -0.06535  0.067
H90 6.16087 -0.17947 -0.82277  0.082
H91 4.61296 -0.70571 -1.32291  0.073
H92 2.89958 0.84684 1.63168  0.079
H93 2.85450 -0.86354 1.44974  0.072
H94 2.72525 0.24139 0.00952  0.056
H95 5.01055 2.13281 -1.34293  0.084
C46 -4.31791 -0.32209 -5.21999  -0.044
C47 -3.17562 0.57253 -5.65554  -0.491
C48 -2.69881 1.38828 -4.42216  -0.022
C49 -2.00537 -0.31576 -6.12488  -0.130
C50 -2.08729 -0.78844 -7.60090  -0.161
C51 -2.43597 0.41769 -8.45265  -0.142
C52 -3.76365 1.08673 -8.10754  -0.513
C53 -4.00359 2.30855 -8.99815  -0.027
C54 -4.89985 0.10262 -8.32005  -0.041
N6 -3.58825 1.52058 -6.70768  -0.109
O6 -4.63039 2.36174 -6.26081  -0.018
H96 -5.24538 0.17480 -4.94377  0.084
H97 -4.46877 -1.16989 -5.89324  0.073
H98 -4.02843 -0.93110 -4.35028  0.074
H99 -3.54041 1.77033 -3.84634  0.082
H100 -2.04175 0.76609 -3.81361  0.052
H101 -2.10001 2.24615 -4.73783  0.088
H102 -1.04050 0.19494 -6.01335  0.097
H103 -1.84613 -1.13615 -5.41911  0.121
H104 -1.16063 -1.30150 -7.86523  0.092
H105 -2.80146 -1.61647 -7.63116  0.104
H106 -2.29336 0.31941 -9.53251  0.125
H107 -1.67939 1.18688 -8.24669  0.121
H108 -4.64477 3.11204 -8.62862  0.077
H109 -4.56474 2.02569 -9.89031  0.082
H110 -3.05676 2.81284 -9.20372  0.085
H111 -5.89344 0.48404 -8.06411  0.094
H112 -4.86419 -0.85665 -7.80971  0.056
H113 -4.95794 -0.12371 -9.38979  0.087
H114 -4.17224 3.18746 -6.07204  0.105
C55 -5.74974 -3.97296 0.82600  -0.032
C56 -6.45576 -2.77610 0.20697  -0.509
C57 -7.52539 -2.33526 1.22031  -0.024
C58 -5.45180 -1.64274 0.01803  -0.136
C59 -5.79986 -0.49174 -0.92921  -0.166
C60 -6.28613 -1.08756 -2.24026  -0.162
C61 -7.35878 -2.17499 -2.13852  -0.482
C62 -8.75259 -1.52855 -1.83258  -0.015
C63 -7.44710 -2.84301 -3.54318  -0.028
N7 -7.03237 -3.13367 -1.09362  -0.113
O7 -7.95567 -4.18859 -1.00754  -0.011
H115 -4.86107 -4.30131 0.28109  0.088
H116 -5.44389 -3.80189 1.85894  0.079
H117 -6.43444 -4.82354 0.86650  0.081
H118 -7.15405 -2.27474 2.24181  0.058
H119 -7.90157 -1.34313 0.95527  0.080
H120 -8.35100 -3.04432 1.13867  0.084
H121 -5.22333 -1.12639 0.95527  0.107
H122 -4.51976 -2.07606 -0.35692  0.108
H123 -6.55951 0.19736 -0.55199  0.108
H124 -4.86440 0.03834 -1.11045  0.097
H125 -5.38278 -1.45715 -2.74367  0.101
H126 -6.59442 -0.30388 -2.93911  0.118
H127 -8.59491 -0.50540 -1.48301  0.072
H128 -9.26375 -2.13583 -1.08991  0.073
H129 -9.39468 -1.41423 -2.70700  0.076
H130 -7.23181 -2.18771 -4.38457  0.077
H131 -8.43869 -3.28966 -3.59444  0.074
H132 -6.70752 -3.64566 -3.61408  0.082
H133 -7.45155 -4.96180 -1.28271  0.108
C64 -1.36474 8.08081 -0.42588  -0.028
C65 -0.02303 8.58133 0.19143  -0.503
C66 0.68386 9.44336 -0.85339  -0.043
C67 -0.38397 9.45078 1.40394  -0.148
C68 -0.71165 8.67782 2.65211  -0.187
C69 0.49692 7.79722 3.00710  -0.130
C70 0.81321 6.78151 1.83763  -0.495
C71 2.18399 6.22533 2.18363  -0.047
C72 -0.25044 5.69139 1.99251  -0.034
N8 0.86827 7.45224 0.53886  -0.114
O8 1.14599 6.61746 -0.53645  -0.005
H134 -1.16451 7.36586 -1.22563  0.077
H135 -1.98436 7.56557 0.30804  0.068
H136 -1.90965 8.92179 -0.85572  0.080
H137 0.83616 8.93234 -1.80743  0.078
H138 0.01337 10.27483 -1.07240  0.087
H139 1.67944 9.70891 -0.49571  0.089
H140 0.45726 10.12157 1.59425  0.123
H141 -1.28986 10.03122 1.20622  0.122
H142 -0.87998 9.35663 3.49229  0.113
H143 -1.59844 8.04713 2.59186  0.104
H144 0.14397 7.24121 3.88058  0.111
H145 1.40398 8.27935 3.37305  0.112
H146 2.16729 5.47967 2.98419  0.085
H147 2.92918 6.96812 2.46442  0.082
H148 2.57451 5.63367 1.34821  0.076
H149 0.01604 4.86426 1.32645  0.072
H150 -1.29315 5.96581 1.85318  0.073
H151 -0.13455 5.31577 3.00977  0.081
H152 1.84517 7.04288 -1.04564  0.103
C73 2.22654 -7.38939 -2.85169  -0.032
C74 3.45696 -6.93758 -2.00814  -0.490
C75 3.99872 -8.18246 -1.26260  -0.033
C76 4.50130 -6.47390 -3.03166  -0.155
C77 4.35545 -5.05734 -3.52126  -0.181
C78 4.16368 -4.06220 -2.37040  -0.121
C79 2.95119 -4.49909 -1.51335  -0.472
C80 2.98868 -3.53157 -0.30638  -0.035
C81 1.62648 -4.21606 -2.28451  -0.012
N9 3.10609 -5.87239 -1.06815  -0.097
O9 2.06361 -6.27582 -0.18624  -0.005
H153 2.09850 -6.68745 -3.67339  0.061
H154 2.37141 -8.34181 -3.36709  0.082
H155 1.34323 -7.47658 -2.22031  0.085
H156 4.84901 -8.14018 -0.58470  0.082
H157 3.18677 -8.57128 -0.64013  0.076
H158 4.13098 -8.89601 -2.07700  0.080
H159 5.52838 -6.79939 -2.80045  0.119
H160 4.55523 -7.12223 -3.92159  0.124
H161 5.25892 -4.70647 -4.02943  0.111
H162 3.56157 -5.04425 -4.27031  0.091
H163 3.94663 -3.04378 -2.68997  0.101
H164 5.05137 -4.03655 -1.73555  0.122
H165 3.98633 -3.45226 0.13348  0.077
H166 2.30292 -3.75854 0.51097  0.077
H167 2.80299 -2.51357 -0.65596  0.061
H168 1.58356 -3.23858 -2.76931  0.058
H169 0.75092 -4.20027 -1.63170  0.083
H170 1.44501 -4.92164 -3.09130  0.059
H171 2.56421 -6.29339 0.63699  0.108